# 1
DFT (ωB97M-V/def2-TZVPD) results for a cluster of 2 separate species, C21H29N6O6 in total at a distorted geometry.

Calculated values
**DFT total energy**: -43475.2834 eV
**HOMO energy**: -4.8 eV
**Total charge**: -1
**Gap between HOMO and LUMO**: 0.2594 Ha

Atoms and positions in Å:
C: 4.3345 2.8978 -2.8580
C: -1.7771 -0.1066 4.9434
C: 0.6473 0.6898 4.8111
N: -1.6636 0.1745 -4.2523
N: 0.2211 -1.5985 5.5885
C: -0.1499 -2.5620 6.4191
N: -2.2042 0.2604 -3.0104
H: 0.3041 1.7107 4.9853
H: -3.2730 -0.7271 3.8215
H: -0.1617 0.5836 2.8114
O: 1.4586 -1.0655 1.6116
H: 0.5057 -4.2290 5.2731
C: -1.7114 -1.1306 -6.3298
C: -0.2927 1.2676 -2.9855
H: -0.4255 0.1050 6.5555
C: -2.4597 -1.7703 -7.3267
H: 0.6112 2.8190 0.1057
H: 2.7102 2.9257 0.5704
C: -0.4316 0.8022 -4.2562
H: -5.5961 -0.9230 -6.2955
H: 2.0049 3.4057 -3.4214
C: -4.5115 -0.9807 -6.3113
C: -2.3593 -0.4197 -5.3095
C: 0.8019 2.1047 -2.3741
C: -0.3486 -0.2495 5.5276
H: 0.2653 0.9405 -5.0715
H: 1.6224 0.6095 5.2941
H: 1.2985 0.3340 -1.1974
C: 2.8132 1.8580 -1.0763
O: 2.1732 -1.4368 3.6620
C: 0.8207 0.5266 3.2838
H: -4.4336 -2.1946 -8.0898
O: -2.4547 0.8590 5.2866
H: 0.3514 3.0589 -2.0834
H: 4.5685 2.8867 -3.9261
H: 1.6559 -3.6772 6.5056
O: 2.9323 3.1043 -0.3635
C: -1.7594 -2.1540 3.4415
O: -1.0422 -2.4415 7.2495
H: 5.2233 2.5836 -2.3033
H: 0.9915 -1.7905 4.9464
H: 1.3953 1.3861 2.9301
C: 1.3540 1.4263 -1.1092
N: 1.9535 2.4004 -3.2575
H: -1.9514 -2.3310 -8.1060
C: 0.6048 -3.8621 6.2930
N: -2.3364 -0.9782 4.0910
H: 3.4304 1.0995 -0.5826
C: -3.8576 -1.6957 -7.3163
C: 3.1715 1.9513 -2.5677
H: 4.0838 3.9221 -2.5668
H: -1.7069 -2.9824 4.1477
C: 1.5470 -0.7527 2.8179
O: 0.6470 1.8510 0.0671
N: -1.4069 0.9097 -2.2555
H: -0.6289 -1.2134 -6.3268
H: -4.2846 0.1890 -4.5297
H: 0.1976 -4.5842 6.9966
C: -3.7643 -0.3513 -5.3161
H: 3.4310 0.9476 -2.9220
H: -2.3796 -2.4467 2.5945
H: -0.7592 -1.9359 3.0665

=====

# 2
DFT (ωB97M-V/def2-TZVPD) results for the molecule C21H29NO4.

Calculated values
**DFT total energy**: -31928.5510 eV
**HOMO energy**: -8.4 eV
**Total charge**: 0
**SMILES**: COc1cc(OC)cc(C(=O)NCCO[C@]23C[C@H]4C[C@H](C[C@H](C4)C2)C3)c1
**Gap between HOMO and LUMO**: 0.3334 Ha
**Relative energy (zero: lowest compared OMol25 entry of this formula, charge and spin)**: 23.75 kcal per mole

Atoms and positions in Å:
O: -1.7713 -2.2421 3.2333
C: -0.6038 -2.8914 2.7901
H: 1.3862 2.8306 0.1475
O: -5.2799 0.9082 2.5896
H: 0.3389 1.4787 -1.6957
C: -3.7464 0.5244 0.8701
C: 1.3294 1.1258 -1.9868
C: -1.9613 -1.0872 1.0977
H: 0.0723 -2.6145 -2.6751
H: -1.0027 0.2109 -3.2256
H: 4.5113 2.4620 -1.8588
C: 2.7081 1.1852 0.5983
H: 5.0849 0.0533 -1.6281
H: 0.9472 -1.2881 -3.4647
H: 3.7805 1.5143 -3.1565
C: -1.1320 -0.8451 -2.9845
H: -3.7883 -0.9679 3.9231
C: -4.1844 0.2270 2.1636
C: -2.1545 0.1911 -1.0219
C: -2.6573 -0.1410 0.3453
H: 0.1816 -2.1737 2.5341
H: 3.2771 -1.5845 -1.1238
H: 1.3303 0.9463 -3.0647
C: 1.6619 0.1238 0.2706
H: -5.0076 0.9188 4.6472
C: -3.4992 -0.7126 2.9172
H: 3.0675 -0.8703 -2.7253
C: -2.3780 -1.3591 2.3915
H: -6.6225 1.3192 4.0117
H: -2.0774 -1.8044 -1.3841
C: 4.0908 0.6883 0.1782
H: -4.2680 1.2686 0.2917
C: -5.7582 0.6681 3.8910
C: 3.7622 1.6983 -2.0795
H: -0.2738 -3.5065 3.6259
C: 1.6602 -0.1646 -1.2341
H: 1.8741 -0.8045 0.8056
O: -1.9478 1.3285 -1.3966
C: 4.0945 0.4122 -1.3246
H: -6.0688 -0.3738 4.0190
H: 2.1331 3.1073 -2.2000
C: 2.3781 2.1887 -1.6559
H: 3.1034 3.2456 0.0824
C: 0.2206 -1.5271 -2.6823
H: 2.6999 1.3779 1.6769
C: 3.0523 -0.6559 -1.6537
H: -1.0862 -1.5544 0.6740
H: 4.3413 -0.2238 0.7248
H: -0.8029 -3.5330 1.9258
C: 2.3712 2.4705 -0.1550
O: 0.6881 -1.2059 -1.3950
H: -1.6187 -1.3519 -3.8235
H: 4.8450 1.4410 0.4181
N: -1.9682 -0.8970 -1.8111
H: 0.6673 0.4658 0.5629

=====

# 3
DFT (ωB97M-V/def2-TZVPD) results for the molecule C21H29NO5.

Calculated values
**DFT total energy**: -33976.1132 eV
**HOMO energy**: -9.1 eV
**Total charge**: 0
**SMILES**: CCC(=O)c1ccc(OCC(=O)OCC(=O)NC2CCCCCCC2)cc1
**Gap between HOMO and LUMO**: 0.3494 Ha
**Relative energy (zero: lowest compared OMol25 entry of this formula, charge and spin)**: 22.51 kcal per mole

Atoms and positions in Å:
C: 0.6303 -2.3313 -1.3601
H: -2.7165 2.4947 -0.6396
C: -0.5633 -2.5235 2.6750
H: -1.0336 -0.7808 -0.1482
C: 0.2511 2.0649 1.4953
H: -0.0751 1.5813 -0.4518
C: -1.9630 -0.2137 -0.2364
H: -4.3104 1.6015 1.8026
C: -2.2420 0.0637 -1.7191
C: -3.7036 -0.1179 -2.1363
H: 4.0501 2.0015 -2.2624
C: -4.9618 0.8109 -0.0834
O: 2.0892 2.1195 -0.1206
H: -1.9032 1.0642 -1.9929
H: -2.4649 3.0051 1.0227
C: 2.6152 -0.8981 -0.0695
O: 4.2119 2.3618 0.5812
H: -0.0610 -1.6043 2.3833
O: -0.1123 2.0853 2.6511
C: 0.1631 -3.7547 2.1301
H: 1.4341 3.7672 0.9340
H: 2.2813 -2.1723 1.5894
H: -4.4113 1.9072 -1.8684
H: -0.3604 -4.6590 2.4455
H: -4.6926 -0.1830 0.2712
H: 0.9919 -1.0267 -3.0247
C: -4.7150 0.8957 -1.5952
C: 1.5893 2.6923 1.0847
C: -4.2491 1.8815 0.7488
H: -3.7427 -0.0720 -3.2283
C: 1.2509 -1.2920 -2.0119
H: -0.1359 -2.9128 -1.8508
C: 3.7958 1.2476 -1.5103
H: -1.8786 0.7276 1.7027
H: -0.6018 -2.5656 3.7607
O: 2.7685 0.4814 -2.0813
C: -1.8044 1.0242 0.6502
H: -4.0248 -1.1212 -1.8454
H: 1.1813 -3.7929 2.5196
C: 0.1897 -3.7398 0.6164
H: -4.7937 2.8221 0.6307
O: -0.4306 -4.5499 -0.0372
H: -5.6582 0.7019 -2.1118
H: -1.6541 -0.6400 -2.3123
C: 0.9564 -2.6516 -0.0382
C: 2.2418 -0.5501 -1.3643
H: 2.3166 2.5631 1.8922
H: 4.6927 0.6474 -1.3065
C: 3.4092 1.9744 -0.2229
H: -2.7504 -0.8477 0.1660
H: -1.5825 -2.4929 2.2968
C: 1.9690 -1.9294 0.5861
H: -6.0316 0.9255 0.1075
H: 3.4044 -0.3706 0.4442
C: -2.7915 2.1694 0.3979
N: -0.4530 1.5453 0.4822

=====

# 4
DFT (ωB97M-V/def2-TZVPD) results for a structure of composition C21H30AsBaN2O3Si2 at a distorted geometry.

Calculated values
**DFT total energy**: -108676.7401 eV
**HOMO energy**: -3.8 eV
**Total charge**: -1
**Gap between HOMO and LUMO**: 0.2267 Ha
**Relative energy (zero: lowest compared OMol25 entry of this formula, charge and spin)**: 6.97 kcal per mole

Atoms and positions in Å:
C: 5.0394 -3.3639 0.2813
H: -1.7885 3.8707 -3.7593
C: -2.6073 -2.6385 2.2003
O: -5.4103 -1.9212 -0.3436
H: -3.7303 3.7868 -1.7805
O: -2.5627 -2.8242 -0.1920
H: 1.8133 0.0773 -2.4217
C: 2.6348 4.0552 -1.6469
H: -3.4565 3.3215 -0.1333
H: -0.0569 5.8545 -1.6787
H: 1.2995 1.4147 -3.4754
H: 4.3675 1.3392 -0.6743
H: -0.8811 -4.0667 2.1924
Si: 2.2006 2.2574 -1.2100
C: -1.0163 3.2327 -3.2832
C: 2.0434 1.1302 -2.7041
H: 3.7027 2.0650 0.8108
C: -3.2676 -2.7050 0.9063
C: -3.2142 -1.8927 3.1897
C: 3.7512 -2.8049 0.4446
C: -3.0995 3.1588 -1.1441
C: 4.1170 -2.7131 2.7737
H: 2.5691 4.7400 -0.8032
C: -5.2851 -2.7930 -1.4343
C: 5.8553 -3.6215 1.3564
C: -0.9139 5.4529 -1.1476
H: -0.0455 3.5402 -3.6878
H: 3.1507 0.4351 0.2471
C: -4.5829 -1.5368 3.1013
H: -1.8487 5.9312 -1.4866
H: 5.3430 -3.6315 -0.7487
H: -3.3237 2.1092 -1.3916
H: 6.8321 -4.0952 1.2466
H: 2.0149 4.4553 -2.4661
Ba: -0.9318 -0.3732 0.4985
H: -1.2153 2.1951 -3.5511
C: -4.7122 -2.2042 0.7809
C: -1.1796 -3.0265 2.4083
N: -0.3057 -2.0657 2.5909
C: 5.3882 -3.2319 2.6120
C: 3.4613 1.4554 -0.0601
H: 6.0212 -3.3989 3.4733
H: 3.1689 -2.6496 -0.4750
H: 3.6889 3.9913 -1.9568
N: 1.0425 -2.2183 2.7827
H: 3.0110 1.1642 -3.1949
C: 1.7457 -2.0070 1.6650
C: 3.2001 -2.4697 1.6912
H: -6.2556 -2.7207 -1.9690
H: -0.8091 5.7319 -0.1060
H: -6.2565 -1.0674 1.8060
Si: -1.2755 3.6055 -1.4740
H: -4.4640 -2.4838 -2.0919
As: 0.2159 2.5641 -0.0064
H: -5.1110 -3.8062 -1.0572
C: -5.3043 -1.5900 1.9083
O: 1.1795 -1.5195 0.6269
H: 3.8014 -2.5535 3.8009
H: -5.0707 -1.2496 4.0516
H: -2.6766 -1.6915 4.1081

=====

# 5
DFT (ωB97M-V/def2-TZVPD) results for a structure of composition C21H30GdN2O2P2 at a distorted geometry.

Calculated values
**DFT total energy**: -68743.9445 eV
**HOMO energy (spin up / spin down)**: -8.0 / -7.0 eV
**Total charge**: +1
**Gap between HOMO and LUMO (spin up / spin down)**: 0.1675 / 0.1329 Ha
**2S+1**: 8
**Relative energy (zero: lowest compared OMol25 entry of this formula, charge and spin)**: 18.56 kcal per mole

Atoms and positions in Å:
H: 2.7989 -1.3735 -3.7525
H: -1.1946 -0.3022 4.2069
C: 1.7348 -1.3353 -0.5764
C: -3.5334 -0.3539 0.8260
H: -5.7159 -0.7587 -0.8015
C: 1.9503 1.1457 -3.9673
H: 2.2013 -0.3107 2.0492
H: 2.9311 -3.6658 -2.7659
H: 0.5162 3.5345 2.6805
H: 1.6587 3.8433 0.0002
H: 1.8199 2.2250 0.7519
H: 1.7204 4.1185 -2.3253
C: 1.7541 0.2629 -2.8936
C: 1.6977 3.0390 -2.4876
C: 2.6972 -3.1997 -1.8059
N: 1.0778 -0.1021 -0.5867
H: -5.5678 0.0397 1.3447
O: -2.8647 0.3923 1.6143
C: 2.6870 -3.2207 0.6076
H: 0.9333 -1.8393 -3.9333
H: -2.2077 4.1362 -0.6458
C: 2.9782 -3.8458 -0.6083
H: 3.4462 -4.8293 -0.6102
H: -4.9255 -1.5240 1.9364
H: 2.1865 -1.9342 2.8108
C: 2.1329 -1.9133 -1.8058
H: -6.1352 -2.1250 0.0067
H: 0.4542 -2.2580 -4.4120
C: 1.7731 -1.3254 1.9928
C: -0.4064 3.7963 2.1458
C: -0.5269 -2.9327 2.3884
H: 2.9281 -3.7161 1.5502
C: 2.0676 -1.9747 0.6500
O: -3.0194 -0.7686 -0.2841
H: -1.2647 3.4537 2.7414
H: 0.0233 -1.5181 4.7173
H: 0.5304 0.1518 4.2628
H: -4.5457 -1.9295 -0.5898
H: -0.0263 -3.5158 1.6062
H: -0.8932 5.2476 -0.1487
C: 1.3923 0.7900 -1.6268
N: -5.3656 -1.4710 -0.1478
H: -0.4723 4.8848 2.0127
P: -0.4977 2.9570 0.5354
C: 1.9800 -1.1662 -3.0452
P: -0.0370 -1.1789 2.3095
C: 1.4495 2.2025 -1.4019
C: -1.1186 4.2584 -0.5690
H: -0.2821 -3.3474 3.3759
H: 2.1658 0.7273 -4.9543
C: -4.9168 -0.8051 1.1144
C: 1.9121 2.5209 -3.7688
H: -1.6118 -2.9937 2.2273
H: -0.6898 4.1694 -1.5744
C: -0.1695 -0.6672 4.0485
Gd: -0.9718 0.2939 0.1897
H: 2.0814 3.2005 -4.6030
C: 1.2798 2.8106 -0.0118

=====

# 6
DFT (ωB97M-V/def2-TZVPD) results for a structure of composition C21H30LaN2O2P2 at a distorted geometry.

Calculated values
**DFT total energy**: -48770.1544 eV
**HOMO energy (spin up / spin down)**: -7.5 / -7.1 eV
**Total charge**: +1
**Gap between HOMO and LUMO (spin up / spin down)**: 0.1439 / 0.1312 Ha

Atoms and positions in Å:
C: -0.4830 -4.3368 -1.1988
C: 1.4639 -5.6720 -0.6036
H: 4.0062 1.1013 -0.4651
H: 1.8985 -6.6066 -0.2513
H: 0.9156 3.4748 2.6768
H: -5.0981 -1.8568 -3.7502
O: -0.5523 0.8285 1.7319
C: 0.7517 2.4198 2.9024
H: 5.0170 -0.3250 -0.9142
C: -1.4249 -2.0033 -2.4438
H: 2.5675 -1.8315 -2.7401
H: 3.9148 0.4289 -2.1214
H: -2.1902 3.0202 -3.7766
C: -0.8624 0.1149 -3.8443
H: 1.3377 1.9901 -4.2180
H: -2.5864 -4.8306 -0.8964
H: 0.1170 -0.3053 -4.1227
H: -0.2456 2.3786 4.7698
H: -2.9829 1.7353 -2.8080
P: -0.5566 1.5843 -2.7464
H: -0.5794 -6.3443 -0.3991
H: -1.1142 3.0152 3.5416
C: 0.5810 2.6168 -3.7188
C: 3.4603 -1.7871 0.9023
C: 2.3131 -4.6368 -1.0065
C: -1.8689 -4.1023 -1.2908
H: -0.9226 1.3592 3.5202
H: 4.5080 -2.0143 0.6562
H: 0.0254 3.1995 -4.4708
H: -1.9705 -3.7479 1.4167
C: -3.1435 -0.9512 -3.8016
H: 3.7872 -2.6356 -1.7086
N: -0.1479 -2.0206 -1.8789
C: 0.3935 -3.2568 -1.5499
H: 1.0917 3.3092 -3.0270
C: 2.7511 -2.2777 -1.7510
C: 0.0934 -5.5391 -0.7059
La: -0.0090 -0.0228 -0.5368
N: -0.4566 2.2601 3.7688
P: 2.6998 -0.9135 -0.4992
H: 3.3976 -4.7793 -0.9692
C: 1.8011 -3.4097 -1.4266
H: -2.2337 3.1254 -1.9861
C: -4.0764 -1.9051 -3.3644
H: -3.4499 -0.1931 -4.5318
C: -1.8311 -0.9507 -3.3253
C: -2.3505 -3.0420 -2.0766
O: 1.1209 1.7861 0.5938
H: 2.9177 -2.7187 1.1112
C: -3.6962 -2.9313 -2.5209
H: -4.4189 -3.6902 -2.1940
C: 4.0486 0.1762 -1.0594
H: -1.2957 0.5783 -4.7377
C: -2.1451 2.4427 -2.8442
C: 0.4259 1.6641 1.6608
H: 3.4151 -1.1398 1.7895
H: -2.1663 -4.2866 0.9348
H: 1.6428 1.9911 3.3791

=====

# 7
DFT (ωB97M-V/def2-TZVPD) results for a structure of composition C21H30N2PdSi at a distorted geometry.

Calculated values
**DFT total energy**: -36579.8571 eV
**HOMO energy (spin up / spin down)**: -13.5 / -14.7 eV
**Total charge**: +2
**Gap between HOMO and LUMO (spin up / spin down)**: 0.3047 / 0.1700 Ha
**2S+1**: 5
**Relative energy (zero: lowest compared OMol25 entry of this formula, charge and spin)**: 0.00 kcal per mole

Atoms and positions in Å:
N: 1.9055 2.3410 1.1421
C: 0.0676 -4.6519 0.1343
C: 1.5053 3.6477 1.7508
H: -1.2316 4.3267 -0.2922
H: 2.2496 2.4450 0.1859
H: 2.2662 4.3631 1.4477
H: 1.3454 1.3671 3.9165
H: 2.5031 -0.9898 -3.3847
H: -1.1490 2.3203 3.4553
H: -4.2869 -0.9898 -1.4962
C: -1.0678 0.0336 -3.4542
C: -0.7301 1.3773 3.0694
C: -0.9760 -0.4564 -2.1320
H: -2.5450 0.4145 2.1039
H: -4.4199 -0.4222 -3.9268
Pd: 0.3809 0.8039 0.9245
H: 2.6533 1.8847 1.6716
H: -0.6057 -5.4863 -0.0904
H: 1.4918 -1.1346 2.9084
H: 1.4258 -2.2921 -3.0961
Si: 0.7122 -0.8362 -1.4039
C: -3.3800 -0.7056 -2.0541
C: -0.6149 -0.7703 2.2111
C: 0.1405 4.1234 1.3681
C: 0.5833 0.8798 3.3143
H: -2.3743 0.3410 -5.1353
H: 1.5842 3.5165 2.8253
C: -2.1474 -0.7445 -1.4076
C: -1.4724 0.3775 2.3777
H: 2.4769 -1.6811 0.8038
C: -0.1915 -3.4172 -0.4699
C: -0.4074 3.6400 0.0040
H: -1.0469 -3.2813 -1.1351
H: 1.2402 0.2651 -0.4760
C: 2.0277 -3.7406 1.2206
H: -1.8174 2.2541 0.5856
C: 0.7079 -2.3616 -0.2486
H: -0.5661 3.8397 2.1548
C: -3.4594 -0.3505 -3.4036
C: 1.1840 -4.8182 0.9638
H: -0.1784 0.3670 -3.9886
C: -2.3045 0.0467 -4.0872
H: 1.4786 0.0528 -2.2657
H: -1.1851 1.9326 -0.8556
C: 1.7934 -2.5188 0.6138
N: -0.9475 2.2564 0.0713
H: 2.8436 -1.9895 -1.9587
C: 0.6597 -0.4499 2.8062
H: 0.3719 3.6672 -0.7683
H: 1.4082 -5.8168 1.3672
H: -0.9172 -1.7417 1.8164
H: -2.0904 -1.0344 -0.3469
C: 2.0407 -1.5527 -2.5632
H: 0.1657 5.2206 1.3438
H: 2.8995 -3.8716 1.8822

=====

# 8
DFT (ωB97M-V/def2-TZVPD) results for a cluster of 2 separate species, C21H30NO4 in total at a distorted geometry.

Calculated values
**DFT total energy**: -31932.0398 eV
**HOMO energy**: -11.0 eV
**Total charge**: +1
**Gap between HOMO and LUMO**: 0.1351 Ha
**Relative energy (zero: lowest compared OMol25 entry of this formula, charge and spin)**: 130.18 kcal per mole

Atoms and positions in Å:
C: -6.4160 -4.5041 1.6366
H: 2.6003 1.1241 -2.8876
C: -1.5275 -2.9845 2.0138
H: 0.8989 4.5024 -3.0128
C: 4.8299 2.3291 -1.7206
C: -0.6609 -4.1596 2.0032
C: -1.2210 -1.7113 1.3887
C: -4.0783 -3.7282 1.8709
H: 1.9302 -2.6700 0.1383
H: 4.0962 5.0941 0.2700
H: 1.4105 5.0177 -1.4156
N: 2.6421 2.8371 -0.5643
O: -7.3792 -2.4352 1.1824
C: -2.9339 -3.1006 2.7270
H: 5.5225 4.7329 -0.6979
H: -8.3331 -4.3077 0.6810
H: -5.9240 -4.4910 0.6229
H: 2.5648 4.8697 -2.7551
H: 4.6617 1.9713 -3.8372
H: -8.3175 -3.9000 2.4972
C: 4.7888 2.6434 0.7684
H: -0.0458 2.5497 -2.7431
H: -6.3582 -5.5595 1.9952
H: 5.8772 2.6301 -1.7725
C: -7.8025 -3.7783 1.5124
H: 4.3006 3.1161 1.6227
H: 0.3100 -0.6417 0.1840
H: 1.2697 -4.9337 1.2649
C: -6.0324 -2.1849 1.4993
C: 0.6192 -4.0336 1.2973
C: 0.4865 2.3655 -1.8103
C: 1.6996 4.4136 -2.2783
H: -4.0050 -3.2905 0.8357
H: 4.2974 3.6173 -3.3736
C: 4.1258 3.0682 -0.5605
H: 5.8383 2.9367 0.7796
C: 1.9217 2.9319 -1.8836
C: 4.4455 4.5788 -0.6277
H: -5.7074 -3.3414 3.4980
H: 4.0218 5.0945 -1.4831
C: -5.5414 -3.4032 2.3959
H: 2.2196 2.4399 -3.9770
O: 2.4393 1.7084 -0.1111
C: 0.9511 -2.7553 0.6669
C: 2.6852 2.2096 -3.0163
H: -3.9754 -4.8513 1.8497
H: -1.9586 -0.8732 1.4499
C: 0.0666 -1.6016 0.6913
H: -0.0813 2.8425 -1.0071
C: 4.1661 2.5750 -3.0724
H: -1.0144 -5.0932 2.4913
H: 0.4636 1.2857 -1.6536
H: 4.7690 1.5620 0.9222
O: -5.4058 -1.2316 1.1611
H: 4.8329 1.2498 -1.5270
O: -3.0331 -2.7317 3.8706